No. 1
Computed, not measured: a structure of composition C24H65O28P6Pb, with ωB97M-V with the def2-TZVPD basis set.

HOMO level   -0.447 hartree
Energy   -5301.51003 a.u.
E_LUMO   -3.73 eV
Largest force on an atom   2.92 eV/A
Molar mass   1194.80 g/mol
Frontier orbital gap   8.440 eV

Geometry as ORCA input:
```
! RIJCOSX wB97M-V def2-TZVPD def2/J DEFGRID3
* xyz 1 1
Pb 2.22 21.31 8.87
C -0.78 23.05 11.43
C 0.14 22.42 10.43
O 0.35 21.18 10.47
O 0.78 23.15 9.62
H -0.33 23.11 12.42
H -1.61 22.38 11.65
H -1.11 24.03 11.12
C 5.70 18.71 10.83
O 5.44 19.72 11.82
P 3.96 20.15 12.23
O 3.18 20.90 11.21
O 4.13 20.93 13.61
C 4.33 22.38 13.60
O 3.21 18.83 12.79
C 3.83 17.89 13.64
H 5.70 17.74 11.30
H 6.67 19.01 10.42
H 5.04 18.83 9.96
H 4.97 22.58 14.45
H 3.31 22.77 13.64
H 4.86 22.73 12.71
H 3.48 16.89 13.36
H 3.51 18.00 14.68
H 4.92 17.87 13.58
C -0.17 22.95 5.98
O -0.14 21.88 5.03
P 0.42 20.46 5.47
O 1.15 20.49 6.77
O 1.32 20.03 4.24
C 2.33 19.05 4.39
O -0.80 19.47 5.45
C -1.81 19.61 6.48
H -1.19 23.30 6.13
H 0.38 23.82 5.62
H 0.20 22.66 6.96
H 3.30 19.39 4.03
H 2.07 18.16 3.82
H 2.53 18.73 5.41
H -2.08 18.64 6.89
H -2.69 19.88 5.89
H -1.70 20.43 7.19
C 1.37 27.84 10.88
O 2.52 27.52 10.13
P 3.90 27.31 10.91
O 4.23 28.41 11.80
O 4.86 26.97 9.66
C 6.15 27.59 9.61
O 3.79 25.86 11.58
C 3.34 24.70 10.90
H 0.95 28.82 10.67
H 1.51 27.86 11.97
H 0.52 27.19 10.64
H 6.22 28.52 10.18
H 6.35 27.93 8.59
H 6.92 26.89 9.92
H 2.35 24.44 11.28
H 4.04 23.89 11.08
H 3.31 24.88 9.83
C -2.46 20.02 17.00
O -1.27 19.24 17.01
P -0.37 19.16 15.69
O 0.92 18.46 15.83
O -1.31 18.40 14.63
C -1.42 16.95 14.74
O -0.34 20.66 15.16
C 0.76 21.05 14.33
H -3.35 19.46 17.26
H -2.74 20.64 16.14
H -2.23 20.86 17.67
H -1.52 16.74 15.81
H -0.50 16.58 14.29
H -2.34 16.63 14.26
H 0.76 22.13 14.20
H 0.46 20.78 13.31
H 1.68 20.55 14.61
C -3.75 25.08 16.87
O -3.72 26.19 15.99
P -2.59 26.29 14.86
O -1.40 25.49 15.21
O -3.27 25.86 13.48
C -3.50 24.43 13.35
O -2.39 27.87 14.61
C -3.19 28.84 15.27
H -4.76 24.99 17.28
H -3.10 25.24 17.73
H -3.56 24.10 16.44
H -4.55 24.15 13.42
H -2.94 23.76 13.99
H -3.22 24.36 12.30
H -4.05 28.49 15.84
H -3.67 29.54 14.59
H -2.57 29.37 15.99
C -6.94 19.33 10.92
O -6.37 19.23 9.61
P -4.90 18.63 9.46
O -4.32 18.68 8.11
O -4.07 19.43 10.57
C -3.32 20.60 10.36
O -5.02 17.18 10.08
C -3.96 16.24 10.16
H -6.69 18.54 11.63
H -8.02 19.43 10.87
H -6.58 20.30 11.28
H -3.09 20.76 9.30
H -2.35 20.55 10.86
H -3.89 21.44 10.74
H -2.97 16.70 10.18
H -3.99 15.54 9.33
H -4.09 15.75 11.12
O -0.92 27.69 5.82
C -1.42 26.60 5.68
O -1.62 25.72 6.66
C -1.02 25.92 7.94
C -2.12 26.16 9.00
C -1.86 26.12 4.34
H -0.29 26.72 7.85
H -0.60 24.95 8.22
H -2.79 26.96 8.69
H -1.75 26.43 9.99
H -2.70 25.23 9.01
H -2.91 26.41 4.20
H -2.01 25.03 4.35
H -1.17 26.50 3.60
*
```

***

No. 2
Computed, not measured: a structure of composition C24H66F6NO16S2V, with ωB97M-V with the def2-TZVPD basis set.

HOMO level (alpha / beta)   -0.139 / -0.160 hartree
⟨S²⟩   3.7567
Energy   -4552.08184 a.u.
E_LUMO (alpha / beta)   1.93 / 1.93 eV
Largest force on an atom   3.00 eV/A
Molar mass   853.85 g/mol
Frontier orbital gap (alpha / beta)   5.713 / 6.292 eV

Geometry as ORCA input:
```
! RIJCOSX wB97M-V def2-TZVPD def2/J DEFGRID3
* xyz -1 4
V 0.25 -1.35 2.34
C -2.44 -2.74 2.17
O -1.14 -3.04 2.57
H -2.45 -2.35 1.14
H -3.12 -3.61 2.23
H -2.95 -2.02 2.85
C 3.01 -2.71 1.73
O 1.67 -2.94 1.92
H 3.55 -3.61 1.37
H 3.25 -1.91 1.01
H 3.49 -2.51 2.72
C 1.62 -1.75 -1.59
F 1.66 -1.47 -2.90
F 2.04 -2.97 -1.39
F 2.38 -0.82 -1.00
S -0.19 -1.58 -1.04
O -0.94 -1.02 -2.12
O -0.55 -2.91 -0.67
N -0.08 -0.62 0.34
S -0.20 0.93 -0.13
O 0.28 1.76 0.94
O 0.32 1.28 -1.42
C -2.07 1.23 -0.26
F -2.72 0.09 -0.06
F -2.51 2.16 0.59
F -2.35 1.66 -1.49
C 4.73 -4.64 -1.75
C 5.14 -4.01 -3.09
O 6.58 -3.95 -3.17
H 5.27 -5.51 -1.39
H 3.67 -4.89 -1.84
H 4.99 -3.90 -0.99
H 4.80 -2.98 -3.16
H 4.74 -4.67 -3.86
H 6.77 -3.43 -3.95
C -3.22 5.03 2.77
C -2.81 4.30 4.04
O -1.57 3.65 3.81
H -2.49 5.82 2.61
H -4.24 5.40 2.83
H -3.10 4.38 1.91
H -3.55 3.57 4.39
H -2.66 4.98 4.89
H -0.80 4.20 3.97
C 3.99 2.47 -1.06
C 4.79 3.44 -1.91
O 5.30 2.71 -3.02
H 3.63 2.94 -0.14
H 4.62 1.62 -0.81
H 3.15 2.13 -1.67
H 5.61 3.86 -1.31
H 4.13 4.24 -2.24
H 5.80 3.33 -3.56
C -2.08 0.85 -5.75
C -1.28 -0.43 -5.76
O -1.44 -1.13 -7.03
H -3.08 0.61 -6.13
H -1.56 1.59 -6.36
H -2.22 1.27 -4.76
H -1.51 -1.10 -4.93
H -0.19 -0.29 -5.74
H -1.77 -2.01 -6.82
C -1.00 -6.33 -1.58
C 0.11 -6.33 -0.53
O -0.12 -5.42 0.54
H -2.01 -6.21 -1.19
H -0.96 -7.29 -2.11
H -0.78 -5.59 -2.34
H 1.04 -5.93 -0.98
H 0.34 -7.31 -0.14
H -0.26 -4.55 0.13
C 5.68 -1.20 -0.69
C 6.32 -0.61 0.57
O 7.70 -0.96 0.66
H 6.18 -2.15 -0.88
H 5.75 -0.54 -1.55
H 4.62 -1.45 -0.61
H 5.82 -0.90 1.49
H 6.29 0.47 0.46
H 7.77 -1.92 0.72
C -3.18 0.55 3.32
C -1.90 0.28 4.10
O -0.78 0.43 3.20
H -4.04 0.21 3.90
H -3.17 0.04 2.37
H -3.37 1.61 3.14
H -1.96 -0.70 4.56
H -1.81 1.06 4.86
H -0.77 1.38 3.02
C -7.04 2.04 3.40
C -6.61 2.42 2.01
O -5.60 1.51 1.60
H -7.49 1.06 3.49
H -7.63 2.79 3.93
H -6.11 1.94 3.97
H -6.21 3.44 1.99
H -7.46 2.32 1.32
H -5.48 1.55 0.65
C 3.96 1.14 3.49
C 2.46 1.20 3.19
O 2.01 0.13 2.38
H 4.33 0.12 3.58
H 4.09 1.76 4.38
H 4.51 1.63 2.68
H 2.30 2.17 2.70
H 1.82 1.23 4.07
H 2.50 0.15 1.55
C -5.64 4.45 -2.07
C -5.13 3.15 -2.69
O -4.28 3.36 -3.78
H -4.83 5.08 -1.69
H -6.35 4.27 -1.26
H -6.15 5.06 -2.83
H -6.04 2.58 -2.91
H -4.59 2.65 -1.88
H -4.81 3.58 -4.55
*
```

***

No. 3
Computed, not measured: a cluster of 6 separate species, C24H66N6O6 in total, with ωB97M-V with the def2-TZVPD basis set.

SMILES string   COC[C@H](C)N.COC[C@H](C)N.COC[C@H](C)N.COC[C@H](C)N.COC[C@H](C)N.COC[C@H](C)N
HOMO level   -0.328 hartree
Energy   -1733.69480 a.u.
E_LUMO   0.54 eV
Largest force on an atom   3.43 eV/A
Molar mass   534.83 g/mol
Frontier orbital gap   9.454 eV

Geometry as ORCA input:
```
! RIJCOSX wB97M-V def2-TZVPD def2/J DEFGRID3
* xyz 0 1
C -5.22 -4.51 3.47
O -5.12 -5.40 4.54
C -5.39 -4.85 5.87
C -5.63 -6.03 6.79
C -5.40 -5.81 8.30
N -4.97 -7.27 6.36
H -4.80 -5.02 2.61
H -4.79 -3.51 3.56
H -6.29 -4.44 3.28
H -4.57 -4.22 6.21
H -6.31 -4.27 5.86
H -6.69 -6.25 6.68
H -6.11 -5.11 8.73
H -4.39 -5.45 8.47
H -5.77 -6.57 8.99
H -4.06 -7.39 6.76
H -4.87 -6.94 5.41
C -5.72 2.94 1.72
O -5.00 3.30 0.52
C -5.99 3.15 -0.59
C -5.49 3.91 -1.85
C -4.97 5.29 -1.57
N -6.50 3.91 -2.89
H -6.64 3.52 1.83
H -5.06 2.99 2.58
H -6.06 1.91 1.59
H -6.41 2.19 -0.87
H -6.97 3.56 -0.36
H -4.60 3.46 -2.27
H -5.82 5.90 -1.24
H -4.71 5.69 -2.55
H -4.20 5.21 -0.81
H -7.35 3.44 -2.63
H -6.16 3.53 -3.76
C 6.65 6.52 7.72
O 7.46 7.17 6.66
C 8.77 6.56 6.76
C 9.57 7.07 5.52
C 10.84 6.29 5.29
N 10.05 8.44 5.71
H 6.62 5.43 7.76
H 5.64 6.92 7.59
H 6.94 6.81 8.72
H 9.33 6.97 7.60
H 8.78 5.47 6.68
H 9.09 7.01 4.55
H 11.25 6.58 4.32
H 10.66 5.21 5.28
H 11.56 6.54 6.07
H 10.44 8.57 6.63
H 9.23 9.03 5.73
C 1.60 -1.62 -0.85
O 1.06 -0.99 0.30
C 1.29 0.42 0.32
C 1.81 0.87 1.71
C 2.38 2.32 1.77
N 2.93 0.15 2.17
H 1.48 -2.69 -0.73
H 2.66 -1.37 -0.94
H 1.11 -1.16 -1.71
H 1.88 0.75 -0.54
H 0.36 0.88 0.00
H 1.03 0.57 2.42
H 1.56 3.00 1.54
H 3.14 2.46 1.00
H 2.60 2.71 2.77
H 2.71 -0.78 1.85
H 3.70 0.48 1.61
C -4.85 -8.35 -3.96
O -3.84 -9.06 -4.59
C -2.51 -8.74 -4.15
C -1.69 -9.82 -4.80
C -1.82 -11.19 -4.16
N -0.30 -9.42 -4.91
H -4.74 -7.28 -4.14
H -4.68 -8.53 -2.90
H -5.86 -8.63 -4.26
H -2.17 -7.81 -4.61
H -2.40 -8.83 -3.07
H -1.96 -9.90 -5.85
H -2.84 -11.54 -4.37
H -1.82 -11.10 -3.07
H -0.96 -11.73 -4.55
H -0.12 -8.49 -5.27
H 0.18 -10.14 -5.43
C 4.36 2.56 -6.49
O 3.40 3.49 -6.81
C 2.61 3.21 -7.95
C 2.22 4.50 -8.71
C 1.65 5.63 -7.88
N 1.30 4.21 -9.78
H 4.81 2.84 -5.53
H 5.08 2.41 -7.29
H 3.76 1.72 -6.14
H 3.17 2.50 -8.56
H 1.68 2.67 -7.73
H 3.04 4.90 -9.32
H 0.65 5.38 -7.54
H 1.65 6.55 -8.48
H 2.23 5.85 -6.99
H 0.79 4.95 -10.23
H 1.85 3.75 -10.50
*
```

***

No. 4
Computed, not measured: a cluster of 6 separate species, C24H66N6O6 in total, with ωB97M-V with the def2-TZVPD basis set.

SMILES string   COC[C@H](C)N.COC[C@H](C)N.COC[C@H](C)N.COC[C@H](C)N.COC[C@H](C)N.COC[C@H](C)N
HOMO level   -0.324 hartree
Energy   -1733.72750 a.u.
E_LUMO   0.72 eV
Largest force on an atom   3.26 eV/A
Molar mass   534.83 g/mol
Frontier orbital gap   9.528 eV

Geometry as ORCA input:
```
! RIJCOSX wB97M-V def2-TZVPD def2/J DEFGRID3
* xyz 0 1
C -20.80 -3.14 -20.28
O -19.72 -2.94 -19.35
C -18.74 -2.03 -19.88
C -18.97 -0.53 -19.45
C -17.87 0.36 -19.79
N -19.25 -0.47 -18.01
H -20.36 -3.85 -20.98
H -21.08 -2.30 -20.92
H -21.70 -3.64 -19.92
H -17.79 -2.39 -19.47
H -18.61 -1.98 -20.96
H -19.80 -0.10 -20.01
H -17.83 0.43 -20.88
H -16.89 -0.03 -19.51
H -18.07 1.36 -19.40
H -19.94 -1.07 -17.57
H -18.51 -0.99 -17.55
C -19.87 5.52 -21.81
O -18.79 5.17 -22.61
C -17.92 6.26 -22.78
C -16.46 5.75 -23.00
C -15.39 6.43 -22.18
N -16.13 6.07 -24.37
H -19.55 6.17 -21.00
H -20.33 4.62 -21.39
H -20.73 6.04 -22.24
H -18.23 6.97 -23.55
H -17.83 6.91 -21.91
H -16.40 4.70 -22.73
H -15.37 6.16 -21.12
H -15.45 7.51 -22.14
H -14.43 6.09 -22.58
H -16.51 6.96 -24.68
H -15.14 6.21 -24.26
C -21.56 6.41 -15.99
O -21.21 7.41 -16.93
C -22.13 8.43 -17.00
C -21.55 9.47 -17.89
C -22.21 10.87 -17.89
N -21.49 8.88 -19.24
H -22.62 6.16 -15.89
H -21.19 6.63 -14.99
H -21.05 5.49 -16.26
H -23.06 8.05 -17.43
H -22.46 8.93 -16.10
H -20.50 9.57 -17.61
H -21.78 11.45 -18.71
H -22.18 11.46 -16.97
H -23.26 10.82 -18.19
H -21.37 7.94 -18.89
H -20.57 9.19 -19.50
C -27.14 -3.52 -20.80
O -27.29 -2.16 -20.42
C -26.88 -1.22 -21.38
C -27.10 0.15 -20.70
C -26.97 1.30 -21.70
N -26.14 0.44 -19.68
H -26.11 -3.83 -20.96
H -27.78 -3.87 -21.61
H -27.59 -4.12 -20.01
H -25.85 -1.36 -21.69
H -27.61 -1.34 -22.19
H -28.15 0.30 -20.44
H -27.61 1.21 -22.57
H -26.01 1.24 -22.20
H -27.07 2.27 -21.21
H -25.20 0.31 -20.00
H -26.26 -0.29 -18.99
C -26.30 -6.69 -18.73
O -25.74 -5.39 -19.11
C -24.97 -4.74 -18.06
C -24.33 -3.38 -18.53
C -23.08 -3.13 -17.69
N -25.27 -2.24 -18.40
H -26.79 -7.22 -19.54
H -26.98 -6.57 -17.89
H -25.47 -7.30 -18.37
H -25.62 -4.70 -17.18
H -24.25 -5.49 -17.74
H -23.87 -3.65 -19.48
H -22.30 -3.88 -17.83
H -23.37 -3.26 -16.65
H -22.55 -2.20 -17.89
H -26.07 -2.38 -19.00
H -25.67 -2.25 -17.47
C -23.49 4.71 -18.39
O -22.29 4.25 -19.02
C -22.31 3.00 -19.59
C -22.49 1.88 -18.56
C -21.40 1.91 -17.41
N -22.50 0.68 -19.31
H -23.25 5.53 -17.71
H -23.98 3.98 -17.74
H -24.21 5.19 -19.05
H -23.08 2.98 -20.36
H -21.41 2.82 -20.18
H -23.48 1.93 -18.12
H -20.45 2.15 -17.90
H -21.28 0.95 -16.90
H -21.59 2.73 -16.73
H -22.77 -0.12 -18.76
H -21.52 0.53 -19.53
*
```

***

Q: What is the formula in the first record?
A: C24H65O28P6Pb

***

Q: Look up the molar mass of the third one.
A: 534.83 g/mol

***

Q: Which of these has the highest molar mass?
A: C24H65O28P6Pb